Entry 1:
A molecular structure, C19H27Br39Cl4O3P2 in a non-equilibrium geometry. Source: the Open Molecules 2025 dataset; level of theory: ωB97M-V/def2-TZVPD.

```
! wB97M-V def2-TZVPD RIJCOSX def2/J DEFGRID3
* xyz 0 1
C 5.42092 0.19942 -0.15838
C 4.24169 1.23232 0.08157
Cl 3.84945 1.38595 1.88130
C 2.86771 0.85830 -0.70424
Cl 3.37215 -0.11857 -2.17660
P 2.05709 2.52666 -1.20824
C 0.49603 1.59102 -1.76571
Cl 0.26588 1.54848 -3.61049
C -0.84903 1.99659 -0.99602
C -0.65899 2.02934 0.60753
Cl -2.06590 0.63029 -1.31656
P 1.26026 4.54485 -1.62236
O 0.80065 4.79747 -3.08140
O 2.58187 5.61775 -1.38076
O 0.08230 5.07253 -0.48259
H 6.17207 0.33937 0.69284
H 5.11578 -0.88472 -0.13707
H 5.98967 0.46622 -1.11066
H 4.52299 2.27523 -0.30114
H 2.24967 0.26048 0.04718
H 3.12985 2.74608 -2.15181
H 2.32530 2.97176 0.14429
H 0.66944 0.49489 -1.49285
H -1.33421 2.93631 -1.38918
H -1.34592 1.24864 1.08055
H -0.89751 3.04219 1.05101
H 0.39084 1.75611 0.93828
H 2.42617 6.44273 -1.88210
H 0.52381 5.28671 0.36399
C -1.97594 3.48149 4.19769
Br -2.17252 4.97799 2.98013
Br -3.56006 2.36609 4.23000
Br -0.38006 2.44882 3.81920
H -1.85786 3.89642 5.19551
C 6.09999 -3.90312 1.98781
Br 5.57660 -2.04967 2.21529
Br 4.80925 -4.89317 0.93251
Br 7.89102 -4.05949 1.26303
H 6.11659 -4.35384 2.97701
C 5.80441 2.29354 5.66063
Br 7.05466 2.18095 4.18380
Br 4.01738 1.76196 5.13163
Br 6.42225 1.30052 7.20569
H 5.75155 3.33877 5.95417
C 0.58212 3.96991 -6.83583
Br 1.89796 5.30774 -7.33407
Br 0.86073 2.30016 -7.79314
Br 0.51216 3.70687 -4.90794
H -0.39000 4.35101 -7.14289
C -4.71956 -1.43915 1.51856
Br -5.56441 -1.79725 3.22508
Br -4.84643 0.43193 1.02978
Br -2.88779 -2.07148 1.47504
H -5.26815 -2.00283 0.76745
C 2.87792 -8.80958 -0.28578
Br 2.03672 -9.17583 1.42053
Br 2.73002 -6.93834 -0.76986
Br 4.71549 -9.42349 -0.33077
H 2.33432 -9.37630 -1.03741
C -5.82780 7.37679 1.87136
Br -5.74222 5.50811 1.36716
Br -6.48476 7.60428 3.68041
Br -4.12877 8.27125 1.60406
H -6.54622 7.85311 1.20919
C -8.02742 -4.93251 1.69389
Br -9.28871 -3.52405 2.11669
Br -6.98691 -4.51616 0.11131
Br -6.89549 -5.36307 3.20617
H -8.60888 -5.82258 1.46721
C -12.25265 -6.51610 0.28460
Br -13.50691 -5.10113 0.70783
Br -11.20175 -6.10095 -1.28995
Br -11.12861 -6.95706 1.80053
H -12.83776 -7.40250 0.05341
C -1.15000 2.55451 -11.37116
Br -1.72561 3.83040 -10.03255
Br -2.28315 0.98242 -11.40078
Br -1.00072 3.36833 -13.12389
H -0.15363 2.22391 -11.08707
C 6.30521 1.85842 -4.43604
Br 4.65875 2.87830 -4.53615
Br 7.49968 2.54830 -3.07330
Br 5.96553 -0.03536 -4.20256
H 6.81003 1.97600 -5.39151
C -0.64400 -1.43501 4.55018
Br -0.54605 -3.29932 4.04084
Br -1.29982 -1.21234 6.35988
Br 1.04810 -0.53139 4.27917
H -1.36787 -0.96142 3.88920
C 1.92597 -7.31266 4.89530
Br 1.36566 -8.42801 6.37781
Br 0.45268 -6.90487 3.70465
Br 2.82616 -5.70640 5.50023
H 2.64960 -7.88629 4.32062
*
```

Calculated values
Kohn-Sham gap   0.287 Eh
F_max   0.128 Eh/bohr
E_HOMO   -0.3003 Ha


Entry 2:
A molecular structure, C36H38AsCl3KNO6Si. Source: the Open Molecules 2025 dataset; level of theory: ωB97M-V/def2-TZVPD.

```
! wB97M-V def2-TZVPD RIJCOSX def2/J DEFGRID3
* xyz -2 1
K 0.50694 1.15102 -0.06848
O -3.66302 2.13559 -0.31588
C -2.43091 2.25248 -0.17909
O -1.72102 1.78315 0.74765
C -1.74868 3.14883 -1.25723
C -0.57701 4.03960 -0.79007
C -0.59806 5.33612 -1.61680
C -0.13854 4.80364 -3.00056
C 0.14997 3.32080 -2.67237
O 0.60524 3.41127 -1.32123
C -1.16763 2.53525 -2.57437
C -0.92422 1.01357 -2.84959
O -0.74648 0.76721 -4.06329
O -0.87345 0.18906 -1.90454
H -2.56697 3.80158 -1.56466
H -0.47517 4.14444 0.28802
H -1.58317 5.80226 -1.63521
H 0.11665 6.05391 -1.20963
H -0.89762 4.90863 -3.77613
H 0.76900 5.30610 -3.34034
H 0.90926 2.84760 -3.29088
H -1.80586 2.82749 -3.40836
C 5.73878 0.55297 -5.04516
C 4.64272 0.67284 -4.02139
C 4.88281 1.19023 -2.75555
C 3.83525 1.27283 -1.84802
N 2.59804 0.88166 -2.12412
C 2.35760 0.38955 -3.34013
C 3.34468 0.26766 -4.30804
H 6.66364 1.00303 -4.68432
H 5.45551 1.04689 -5.97618
H 5.93642 -0.49570 -5.27635
H 5.87263 1.52825 -2.47147
H 4.00091 1.66667 -0.85263
H 1.33058 0.10317 -3.55417
H 3.08892 -0.13263 -5.28207
C 2.05100 -2.10792 -0.83040
C 2.50978 -1.78448 0.57598
O 3.25512 -0.58141 0.60170
C 3.72263 -0.30309 1.91058
C 4.38815 1.05401 1.93745
H 1.59766 -3.10128 -0.83882
H 2.90077 -2.10804 -1.51636
H 1.31281 -1.39688 -1.20224
H 3.13909 -2.60351 0.96029
H 1.64248 -1.69293 1.24538
H 4.43057 -1.08988 2.21626
H 2.88896 -0.31443 2.62056
H 5.26862 1.07611 1.29091
H 4.68435 1.29035 2.95914
H 3.68001 1.82049 1.61963
C -1.58085 -6.26495 0.62597
C -0.49217 -5.62915 1.20606
C -0.48245 -4.24884 1.34313
C -1.56354 -3.47874 0.92177
C -2.65182 -4.12775 0.34032
C -2.65992 -5.50812 0.19071
As -1.47977 -1.51879 1.11740
C -3.32220 -1.09556 0.81137
C -3.90467 -0.83075 -0.41334
C -5.25801 -0.52122 -0.46347
C -5.99971 -0.45277 0.70461
C -5.40344 -0.67731 1.93910
C -4.05538 -1.00046 2.00260
C -3.26892 -1.22258 3.22800
C -3.73459 -1.12439 4.53489
C -2.86348 -1.30857 5.59844
C -1.52208 -1.58546 5.37376
C -1.04780 -1.68517 4.07230
C -1.91657 -1.51950 3.00750
H -1.58677 -7.34251 0.51130
H 0.35624 -6.21142 1.54714
H 0.37948 -3.76235 1.79003
H -3.49924 -3.54265 0.00493
H -3.51383 -5.99492 -0.26620
H -3.29114 -0.81565 -1.30690
H -5.71856 -0.27595 -1.41171
H -7.04828 -0.18119 0.66001
H -5.98924 -0.57851 2.84601
H -4.77212 -0.87725 4.72832
H -3.22660 -1.20444 6.61411
H -0.83887 -1.68163 6.20813
H 0.00873 -1.85522 3.89610
Cl 1.45344 3.48177 2.63555
Si 0.66788 1.52536 3.40395
Cl 2.26956 1.15463 4.93834
Cl -0.80303 2.27788 4.85233
*
```

Calculated values
Kohn-Sham gap   0.232 Eh
Energy relative to the best compared isomer or geometry (same formula, charge and spin)   40.7 kJ/mol
F_max   0.019 Eh/bohr
E_HOMO   -0.0935 Ha


Entry 3:
A gas-phase ion, C16H25N2O (charge +1) in a non-equilibrium geometry. Source: the Open Molecules 2025 dataset; level of theory: ωB97M-V/def2-TZVPD.

```
! wB97M-V def2-TZVPD RIJCOSX def2/J DEFGRID3
* xyz 1 1
C -5.77726 -2.58280 -0.04721
C -5.35595 -1.14635 0.21625
H -5.96518 -0.45628 -0.38195
H -5.48394 -0.90115 1.27931
O -3.99019 -1.02336 -0.14712
C -3.38746 0.18401 -0.05226
C -3.98040 1.34486 0.43755
C -3.25104 2.52008 0.48597
C -1.93853 2.56136 0.05492
C -1.33954 1.41014 -0.44291
C -2.06142 0.23198 -0.48700
H -1.62092 -0.67510 -0.87062
C 0.09823 1.42596 -0.88707
N 0.93370 0.94927 0.21801
H 0.66549 1.47861 1.04364
C 2.36215 1.07086 -0.00434
C 2.82318 0.08549 -1.09650
H 2.49616 0.43026 -2.07624
C 4.34942 -0.01409 -1.06106
H 4.71138 -0.55299 -1.93517
H 4.78682 0.98391 -1.08748
C 4.74882 -0.75932 0.21758
N 3.60471 -0.70978 1.16268
H 3.91542 -1.03299 2.08112
C 3.11389 0.68419 1.28434
H 3.96834 1.33857 1.46212
H 2.43970 0.74719 2.14064
C 2.50577 -1.59293 0.68948
H 2.79371 -2.63350 0.84406
H 1.61904 -1.37251 1.28484
C 2.23690 -1.29222 -0.78650
H 1.16458 -1.29414 -0.96352
H 2.69291 -2.03801 -1.43678
H 5.62213 -0.30508 0.68829
H 4.97594 -1.80679 0.01401
H 2.65392 2.09563 -0.30076
H 0.22914 0.75538 -1.73865
H 0.38729 2.44192 -1.19814
H -1.38611 3.48876 0.09105
H -3.71953 3.41586 0.86425
H -5.00315 1.34551 0.77757
H -6.82144 -2.71398 0.22007
H -5.64634 -2.82204 -1.09883
H -5.17035 -3.26442 0.54238
*
```

Calculated values
Kohn-Sham gap   0.289 Eh
Energy relative to the best compared isomer or geometry (same formula, charge and spin)   14.1 kJ/mol
F_max   0.020 Eh/bohr
E_HOMO   -0.3925 Ha
SMILES string   CCOc1cccc(CN[C@H]2C[N@H+]3CC[C@@H]2CC3)c1


Entry 4:
A molecular structure, C20H30N2O5 in a non-equilibrium geometry. Source: the Open Molecules 2025 dataset; level of theory: ωB97M-V/def2-TZVPD.

```
! wB97M-V def2-TZVPD RIJCOSX def2/J DEFGRID3
* xyz 0 1
C -2.28356 -2.54996 -0.00800
C -2.97181 -2.30267 -1.37693
O -3.96675 -1.21966 -1.27718
C -5.20395 -1.73248 -0.52517
C -6.28926 -0.77957 -0.77403
C -6.07856 0.48959 0.36272
N -4.74664 0.89703 0.35930
C -3.79470 0.86616 1.08200
O -4.16570 0.53121 2.23011
C -2.30818 1.06176 0.85035
C -1.43148 0.75230 1.69787
C -0.13773 0.80739 1.28111
C 0.40823 1.25739 0.16178
C -0.57355 2.14317 -0.49296
C -1.94884 1.85144 -0.35561
H -2.71630 2.33501 -0.74552
O -0.34641 2.66198 -1.58432
C 0.84083 3.34607 -1.82056
H 1.71091 2.76181 -2.29086
H 1.23994 3.97793 -0.91398
H 0.65366 4.10542 -2.80012
O 1.57958 1.69850 0.07236
C 2.72524 1.06686 0.68820
C 3.97680 1.69537 0.42050
C 5.21802 1.11605 0.67691
N 5.32808 -0.43648 0.55702
C 6.25002 -1.11298 -0.23180
O 7.19613 -0.05397 -0.61308
C 6.08587 -2.42326 -0.51884
H 5.30962 -2.62192 -1.15271
H 7.05465 -2.49991 -1.28005
H 6.13299 -3.05551 0.12021
C 4.07493 -1.11878 0.97300
H 4.09165 -2.34211 0.67814
C 2.79163 -0.60076 0.27220
H 1.95930 -0.86040 0.60192
H 2.95437 -0.61065 -0.98764
H 3.92840 -1.05428 2.30759
H 6.14568 1.42751 0.60605
H 5.02461 1.16537 2.10345
H 4.08600 2.61618 0.70490
H 4.01686 1.67507 -0.59816
H 2.47896 1.02399 1.74512
H 0.64280 0.10911 2.06127
H -1.78493 0.04914 2.47341
H -4.13883 1.01172 -0.75873
H -6.08149 0.17493 1.39823
H -6.57112 1.25868 0.12072
H -6.29549 -0.16854 -1.76212
H -7.42747 -0.94462 -0.33305
H -4.97202 -1.79947 0.50953
H -5.62637 -2.60648 -0.94754
H -3.38323 -3.17358 -1.83072
H -2.38851 -1.99046 -2.04819
H -1.80974 -1.68362 0.40173
H -1.47550 -3.13892 -0.09616
H -2.98761 -3.05315 0.60634
*
```

Calculated values
Kohn-Sham gap   0.316 Eh
Energy relative to the best compared isomer or geometry (same formula, charge and spin)   2197.8 kJ/mol
F_max   0.308 Eh/bohr
E_HOMO   -0.3019 Ha


Entry 5:
A molecular structure, C7H7NO2 in a non-equilibrium geometry. Source: the Open Molecules 2025 dataset; level of theory: ωB97M-V/def2-TZVPD.

```
! wB97M-V def2-TZVPD RIJCOSX def2/J DEFGRID3
* xyz 0 1
O -2.07915 1.61874 0.25752
C -1.44535 0.61212 0.08654
C -0.79676 -0.48360 0.89479
C -1.29543 -1.52141 -0.18014
C 0.10834 -2.12177 -0.34780
C 0.33201 -0.61032 -0.20406
C 1.64087 0.11874 -0.22725
N 1.67652 1.40470 0.13913
C -0.94589 -0.25076 -1.04759
H -0.67735 -0.64504 1.96965
H -2.27527 -2.00904 -0.16702
H 0.47307 -2.75087 0.47420
H 0.35193 -2.55595 -1.32613
H -1.00836 -0.15451 -2.13558
O 2.63661 -0.44294 0.32584
H 1.13340 2.03470 -0.43893
H 2.69731 1.21985 0.78021
*
```

Calculated values
Kohn-Sham gap   0.375 Eh
Energy relative to the best compared isomer or geometry (same formula, charge and spin)   483.8 kJ/mol
F_max   0.116 Eh/bohr
E_HOMO   -0.3629 Ha


Entry 6:
A single CClF3N2O3 molecule in a non-equilibrium geometry. Source: the Open Molecules 2025 dataset; level of theory: ωB97M-V/def2-TZVPD.

```
! wB97M-V def2-TZVPD RIJCOSX def2/J DEFGRID3
* xyz 0 1
C -1.69037 -0.29094 -0.05814
N 2.17722 -0.09636 0.17857
N 1.68776 1.33104 0.22466
O 2.97297 -0.42101 1.00018
O 1.63577 -0.75995 -0.65561
O -0.99116 0.66306 0.56509
F -2.79400 -0.43557 0.72864
F -1.30957 -1.60401 -0.20866
F -2.00269 0.12382 -1.25898
Cl 0.31406 1.48992 -0.51575
*
```

Calculated values
Kohn-Sham gap (spin up / spin down)   0.321 / 0.321 Eh
Energy relative to the best compared isomer or geometry (same formula, charge and spin)   104.2 kJ/mol
F_max   0.053 Eh/bohr
E_HOMO (spin up / spin down)   -0.4251 / -0.4252 Ha